[1]
Density functional theory data (ωB97M-V/def2-TZVPD) for a structure of composition C17H15F5MoNO5S3Te.

Properties
Molar mass: 728.0 g/mol
Frontier orbital gap: 6.500 eV
E_tot: -3117.837689 hartree
HOMO: -4.594 eV
LUMO level: 1.91 eV

The geometry in ORCA input format:
```
! wB97M-V def2-TZVPD RIJCOSX def2/J DEFGRID3
* xyz -1 1
Mo -0.590 0.025 -0.523
F -6.763 1.750 -3.206
C -5.678 1.028 -2.901
C -4.778 1.475 -1.955
F -4.992 2.637 -1.332
C -3.667 0.712 -1.657
F -2.836 1.209 -0.707
C -3.382 -0.508 -2.262
S -1.994 -1.507 -1.911
C -4.320 -0.922 -3.211
F -4.143 -2.083 -3.854
C -5.440 -0.181 -3.529
F -6.305 -0.626 -4.450
C 2.788 -2.662 -0.261
C 1.467 -2.185 0.353
C 0.437 -3.320 0.298
C 1.702 -1.777 1.812
C 0.945 -0.995 -0.428
H 3.170 -3.529 0.283
H 3.542 -1.872 -0.218
H 2.648 -2.947 -1.306
H 0.819 -4.190 0.840
H 0.239 -3.614 -0.734
H -0.505 -3.008 0.750
H 2.110 -2.623 2.373
H 0.764 -1.471 2.277
H 2.410 -0.949 1.874
H 1.586 -0.619 -1.238
O -2.583 -0.895 2.911
N -2.532 -0.264 1.888
O -1.666 -0.730 1.031
Te 0.145 2.251 0.657
C 1.912 1.911 1.754
C 3.176 2.158 1.235
C 4.294 1.918 2.024
C 4.154 1.448 3.322
C 2.886 1.213 3.837
C 1.765 1.442 3.054
H 3.286 2.521 0.222
H 5.281 2.101 1.617
H 5.030 1.263 3.931
H 2.767 0.840 4.846
H 0.779 1.231 3.455
O -0.690 3.881 -1.899
S 0.425 3.028 -2.232
O 1.304 2.891 -0.928
O 1.319 3.428 -3.281
S -0.283 1.112 -2.621
*
```

---

[2]
Density functional theory data (ωB97M-V/def2-TZVPD) for an isolated molecule of C17H15FN2O in a non-equilibrium geometry.

Properties
Molar mass: 282.3 g/mol
Frontier orbital gap: 8.777 eV
Structure (SMILES): O[C@@]1(c2ccccc2F)c2ccccc2C2=NCCCN21
E_tot: -941.303298 hartree
HOMO: -8.159 eV
LUMO level: 0.62 eV

The geometry in ORCA input format:
```
! wB97M-V def2-TZVPD RIJCOSX def2/J DEFGRID3
* xyz 0 1
O 0.968 -1.811 0.847
C 0.119 -0.972 0.137
C -0.003 -1.012 -1.352
C 0.376 0.117 -2.086
C 0.614 0.074 -3.434
C 0.491 -1.210 -4.095
C -0.004 -2.330 -3.339
C -0.249 -2.211 -1.988
F -0.698 -3.201 -1.346
C -1.281 -0.704 0.762
C -2.496 -1.431 0.584
C -3.519 -1.009 1.350
C -3.465 0.048 2.310
C -2.262 0.779 2.430
C -1.255 0.379 1.547
C -0.025 1.039 1.388
N 0.299 2.280 1.727
C 1.686 2.961 1.440
C 2.652 1.729 1.404
C 2.193 0.764 0.381
N 0.778 0.265 0.619
H 1.100 -1.179 1.562
H 0.564 1.162 -1.773
H 1.007 0.864 -4.010
H 0.674 -1.236 -5.134
H -0.017 -3.368 -3.726
H -2.578 -2.405 0.046
H -4.430 -1.659 1.211
H -4.224 0.202 2.992
H -2.255 1.549 3.139
H 1.574 3.571 0.570
H 2.004 3.574 2.384
H 3.670 2.196 1.167
H 2.805 1.277 2.375
H 2.742 -0.119 0.523
H 2.444 1.030 -0.613
*
```

---

[3]
Density functional theory data (ωB97M-V/def2-TZVPD) for an isolated molecule of C17H15FN2O4S3 in a non-equilibrium geometry.

Properties
Molar mass: 426.5 g/mol
Frontier orbital gap: 7.395 eV
Structure (SMILES): O=C(CCN1C(=O)/C(=C/c2ccccc2F)SC1=S)N[C@@H]1C=CS(=O)(=O)C1
E_tot: -2361.681279 hartree
HOMO: -8.684 eV
LUMO level: -1.29 eV

The geometry in ORCA input format:
```
! wB97M-V def2-TZVPD RIJCOSX def2/J DEFGRID3
* xyz 0 1
O -1.619 2.233 4.665
C -1.673 2.060 3.450
C -1.338 0.691 2.914
C 0.140 0.359 3.062
N 0.466 -0.809 2.235
C 0.847 -0.665 0.903
O 0.933 0.435 0.336
C 0.964 -1.928 0.151
C 1.429 -2.035 -1.187
C 1.700 -3.274 -1.938
C 0.959 -4.450 -1.697
C 1.216 -5.600 -2.444
C 2.284 -5.622 -3.366
C 2.973 -4.458 -3.638
C 2.651 -3.255 -3.000
F 3.393 -2.171 -3.252
S 0.561 -3.257 1.286
C 0.229 -2.135 2.587
S -0.451 -2.609 4.026
N -1.958 3.135 2.648
C -2.074 4.509 3.084
C -3.519 4.953 3.059
C -3.867 5.740 1.992
S -2.495 6.026 0.906
O -2.308 7.433 0.583
O -2.537 5.131 -0.266
C -1.281 5.408 2.080
H -1.669 0.662 1.840
H -1.898 -0.078 3.433
H 0.336 0.117 4.110
H 0.667 1.242 2.779
H 1.708 -1.095 -1.651
H 0.119 -4.508 -1.003
H 0.547 -6.449 -2.277
H 2.542 -6.478 -3.956
H 3.792 -4.484 -4.363
H -1.953 2.948 1.654
H -1.648 4.635 4.107
H -4.242 4.690 3.825
H -4.795 6.226 1.823
H -0.771 6.254 2.507
H -0.524 4.806 1.586
*
```

---

[4]
Density functional theory data (ωB97M-V/def2-TZVPD) for a structure of composition C17H15I2N2O2Ru.

Properties
Molar mass: 634.2 g/mol
<S²>: 6.038
Frontier orbital gap (alpha / beta): 7.054 / 4.399 eV
E_tot: -1606.004369 hartree
HOMO (alpha / beta): -17.456 / -17.357 eV
LUMO level (alpha / beta): -10.40 / -12.96 eV

The geometry in ORCA input format:
```
! wB97M-V def2-TZVPD RIJCOSX def2/J DEFGRID3
* xyz 3 5
Ru -0.619 0.380 -0.317
I -0.848 5.574 -0.045
C 0.765 4.308 0.030
C 2.065 4.783 0.106
C 3.165 3.927 0.177
I 5.019 4.751 0.265
C 2.981 2.489 0.179
C 4.002 1.527 0.289
C 3.690 0.184 0.293
C 2.367 -0.215 0.164
N 1.377 0.680 0.045
C 1.678 2.023 0.076
C 0.550 2.913 0.005
O -0.630 2.361 -0.051
H 2.229 5.853 0.113
H 5.035 1.842 0.380
H 4.460 -0.568 0.396
H 2.098 -1.262 0.166
O -2.649 0.522 -0.696
C -3.550 -0.650 -0.526
C -3.504 -1.159 0.896
C -2.078 -1.457 1.391
C -1.297 -2.307 0.430
C -1.372 -3.681 0.387
C -0.679 -4.369 -0.602
C 0.078 -3.666 -1.540
C 0.138 -2.302 -1.449
N -0.539 -1.629 -0.478
H -3.093 1.357 -0.468
H -3.196 -1.379 -1.249
H -4.549 -0.339 -0.819
H -4.102 -2.072 0.931
H -3.976 -0.449 1.577
H -2.111 -1.916 2.379
H -1.539 -0.506 1.563
H -1.967 -4.210 1.120
H -0.726 -5.451 -0.643
H 0.612 -4.177 -2.330
H 0.714 -1.710 -2.147
*
```

---

[5]
Density functional theory data (ωB97M-V/def2-TZVPD) for an isolated molecule of C17H15N3O3 in a non-equilibrium geometry.

Properties
Molar mass: 309.3 g/mol
Frontier orbital gap: 7.386 eV
Structure (SMILES): CC(=O)Nc1ccc(OCc2nnc(-c3ccccc3)o2)cc1
E_tot: -1046.386842 hartree
HOMO: -6.917 eV
LUMO level: 0.47 eV

The geometry in ORCA input format:
```
! wB97M-V def2-TZVPD RIJCOSX def2/J DEFGRID3
* xyz 0 1
C -6.979 -1.971 -0.072
C -5.492 -1.549 0.289
O -4.864 -2.022 1.129
N -5.151 -0.474 -0.414
C -3.970 0.073 -0.411
C -3.016 -0.265 0.614
C -1.875 0.421 0.817
C -1.649 1.738 -0.202
O -0.506 2.357 -0.158
C 0.562 2.311 0.837
C 1.389 1.098 0.160
N 0.986 0.040 -0.269
N 2.210 -0.799 -0.575
C 3.123 -0.053 0.009
C 4.655 -0.283 -0.119
C 5.472 0.440 0.715
C 6.780 -0.006 0.513
C 7.090 -1.075 0.120
C 6.256 -1.835 -0.629
C 4.873 -1.516 -0.525
O 2.764 1.100 0.603
C -2.714 2.169 -1.006
C -3.789 1.373 -1.011
H -7.282 -2.653 0.437
H -7.723 -1.171 -0.144
H -7.027 -2.183 -0.954
H -5.871 -0.113 -1.066
H -3.098 -1.211 1.111
H -0.965 0.210 1.298
H 1.165 3.239 0.807
H 0.159 1.951 1.688
H 5.117 1.266 1.205
H 7.601 0.766 1.078
H 8.255 -1.659 -0.029
H 6.647 -2.837 -1.192
H 4.179 -1.984 -1.438
H -2.630 3.147 -1.581
H -4.679 1.960 -1.634
*
```

---

[6]
Density functional theory data (ωB97M-V/def2-TZVPD) for an isolated molecule of C17H15N3O3.

Properties
Molar mass: 309.3 g/mol
Frontier orbital gap: 8.728 eV
Structure (SMILES): Cc1ccc(NC(=O)[C@@H](C)N2C(=O)c3ccccc3C2=O)nc1
E_tot: -1046.881439 hartree
HOMO: -8.781 eV
LUMO level: -0.05 eV

The geometry in ORCA input format:
```
! wB97M-V def2-TZVPD RIJCOSX def2/J DEFGRID3
* xyz 0 1
C 2.719 5.390 1.576
C 2.609 3.923 1.306
C 3.610 3.036 1.704
C 3.476 1.689 1.447
C 2.324 1.247 0.783
N 2.185 -0.110 0.536
C 1.150 -0.863 0.048
O 1.199 -2.069 0.143
C -0.025 -0.138 -0.598
C 0.361 0.465 -1.947
N -1.109 -1.092 -0.722
C -2.094 -1.176 0.253
O -2.231 -0.393 1.161
C -2.891 -2.378 -0.083
C -4.005 -2.921 0.521
C -4.529 -4.090 -0.023
C -3.952 -4.684 -1.134
C -2.830 -4.133 -1.745
C -2.310 -2.976 -1.203
C -1.139 -2.159 -1.616
O -0.394 -2.335 -2.543
N 1.374 2.084 0.397
C 1.515 3.373 0.656
H 2.725 5.576 2.650
H 3.647 5.784 1.165
H 1.884 5.927 1.136
H 4.488 3.407 2.213
H 4.237 0.986 1.750
H 2.934 -0.684 0.910
H -0.367 0.653 0.080
H -0.523 0.883 -2.422
H 1.083 1.260 -1.790
H 0.783 -0.296 -2.597
H -4.448 -2.453 1.387
H -5.399 -4.542 0.430
H -4.380 -5.593 -1.532
H -2.374 -4.590 -2.609
H 0.698 3.994 0.314
*
```